1.
A molecular structure, C38H48CoF2N7O6PS. Source: OMol25; level of theory: ωB97M-V/def2-TZVPD.

Structure (XYZ):
```
104
Properties=species:S:1:pos:R:3:mulliken_charge:R:1
Co -0.22 0.15 0.79 0.065
N 0.67 3.56 -0.76 -0.077
C -0.48 4.13 -0.04 0.291
C -0.07 5.19 1.00 -0.725
C 1.15 6.03 0.63 -1.051
C 2.46 5.31 0.94 0.721
N 2.51 4.93 2.35 -0.127
C 2.06 3.76 2.82 0.694
N 2.03 2.67 2.08 0.489
N 1.67 3.68 4.10 -0.430
C -1.37 3.10 0.70 -0.240
O -2.44 3.51 1.15 -0.740
O -0.92 1.92 0.80 -0.411
H 0.81 2.62 -0.40 -0.624
H 0.39 3.42 -1.73 0.410
H -1.12 4.63 -0.78 0.598
H 0.10 4.71 1.97 0.090
H -0.93 5.83 1.16 0.496
H 1.13 6.98 1.17 0.346
H 1.14 6.27 -0.44 0.411
H 3.32 5.95 0.74 0.459
H 2.54 4.43 0.32 -1.006
H 2.50 5.69 3.01 0.268
H 2.30 2.67 1.11 -0.437
H 1.43 1.88 2.39 0.045
H 1.40 4.52 4.58 0.237
H 1.21 2.83 4.41 0.049
F -5.46 -0.82 1.24 -0.388
C -4.20 -1.28 1.16 0.548
C -3.15 -0.37 1.14 -0.044
C -1.85 -0.86 1.06 -0.117
C -1.63 -2.25 1.01 0.429
C -2.73 -3.10 0.99 0.837
F -2.54 -4.44 0.87 -0.461
C -4.02 -2.65 1.06 -1.069
C -0.22 -2.64 0.98 0.008
C 0.30 -3.91 1.24 -0.418
C 1.67 -4.10 1.21 -0.981
C 2.50 -3.02 0.93 -1.102
C 1.92 -1.79 0.72 -0.701
N 0.60 -1.61 0.73 1.690
H -3.35 0.69 1.19 0.485
H -4.86 -3.32 1.03 0.472
H -0.37 -4.72 1.47 0.595
H 2.09 -5.07 1.42 0.465
H 3.58 -3.12 0.93 0.532
H 2.51 -0.90 0.53 0.391
C 4.78 2.75 -1.29 -1.288
P 3.64 1.36 -1.43 1.399
C 2.69 1.67 -2.92 -1.060
C 4.64 -0.09 -1.82 -1.267
O 2.82 1.17 -0.19 -0.821
H 5.41 2.85 -2.17 0.431
H 5.40 2.61 -0.40 0.358
H 4.18 3.65 -1.16 0.231
H 3.34 1.70 -3.79 0.471
H 2.17 2.63 -2.82 0.254
H 1.93 0.89 -3.02 0.104
H 5.25 0.07 -2.71 0.412
H 3.96 -0.93 -1.98 0.294
H 5.29 -0.33 -0.97 0.370
O 1.11 -1.46 3.69 -0.669
C 0.67 -0.32 3.69 -0.251
O 0.64 0.51 2.70 -0.162
C 0.09 0.26 4.97 0.260
C 0.49 -0.24 6.21 -0.431
C -0.03 0.30 7.38 -0.539
C -0.98 1.31 7.32 -0.396
C -1.41 1.79 6.08 -0.732
C -0.87 1.27 4.91 -0.421
H 1.21 -1.05 6.23 0.454
H 0.29 -0.08 8.34 0.396
H -1.40 1.71 8.23 0.389
H -2.16 2.56 6.03 0.449
H -1.19 1.63 3.94 0.706
C 0.67 -4.74 -3.63 -1.457
C -0.83 -4.65 -3.40 -0.316
C -1.20 -3.70 -2.27 -0.371
N -0.70 -2.35 -2.53 0.699
C -1.25 -1.18 -2.16 -1.368
S -0.31 0.17 -1.85 -0.169
N -2.61 -1.09 -2.01 0.784
C -3.68 -1.78 -2.61 0.174
O -4.75 -1.80 -2.07 -0.587
C -3.45 -2.39 -3.95 0.410
C -2.60 -1.81 -4.89 0.151
C -2.48 -2.37 -6.15 -0.876
C -3.19 -3.52 -6.47 -0.417
C -4.04 -4.10 -5.54 -0.628
C -4.18 -3.53 -4.29 -0.533
H 0.91 -5.53 -4.35 0.440
H 1.20 -4.96 -2.70 0.311
H 1.07 -3.81 -4.04 0.327
H -1.22 -5.64 -3.14 0.406
H -1.33 -4.33 -4.32 -0.028
H -0.75 -4.05 -1.33 0.366
H -2.27 -3.68 -2.12 0.226
H 0.30 -2.27 -2.58 0.302
H -2.91 -0.40 -1.32 0.140
H -2.04 -0.92 -4.63 0.414
H -1.82 -1.92 -6.88 0.421
H -3.09 -3.96 -7.46 0.398
H -4.61 -4.99 -5.80 0.395
H -4.86 -3.95 -3.55 0.470
```

The total energy comes out at -4633.791905 Ha. The molar mass comes out at 858.8 g/mol. For the HOMO-LUMO gap (spin up / spin down), the calculation gives 7.2 / 7.7 eV. The energy above the lowest of the compared OMol25 structures with the same formula, charge and spin comes out at 1.7133 eV. As for the expectation value of S²: 0.7628. Its spin multiplicity is 2.


2.
A molecular structure, C38H49ClEuN3O5Si in a non-equilibrium geometry. Source: OMol25; level of theory: ωB97M-V/def2-TZVPD.

Structure (XYZ):
```
98
Properties=species:S:1:pos:R:3:mulliken_charge:R:1
O -0.99 -2.55 -0.82 0.011
C -0.48 -3.70 -1.34 0.033
C -0.49 -4.80 -0.28 0.123
C 0.19 -4.62 0.92 0.385
H 0.82 -3.73 1.04 0.046
C 0.08 -5.58 1.93 -0.955
H 0.63 -5.42 2.86 0.382
C -0.71 -6.71 1.73 -0.528
H -0.81 -7.47 2.52 0.368
C -1.40 -6.89 0.53 -0.605
H -2.02 -7.77 0.36 0.376
C -1.30 -5.93 -0.48 -0.617
H -1.83 -6.04 -1.42 0.369
H -1.15 -4.04 -2.15 0.344
C 0.77 -2.59 -3.31 -1.642
C 0.87 -3.42 -2.06 0.607
H 1.29 -3.07 -4.15 0.557
H 1.22 -1.59 -3.16 0.216
H -0.27 -2.45 -3.58 0.213
C 2.02 -3.99 -1.67 0.338
C 3.29 -4.03 -2.46 -1.534
H 2.07 -4.51 -0.71 0.304
H 3.56 -5.08 -2.69 0.347
H 4.12 -3.62 -1.87 0.296
H 3.24 -3.49 -3.40 0.374
Eu 0.23 -0.51 -0.32 0.871
Cl 2.29 -1.62 1.00 -0.616
C 3.37 0.54 -1.06 -0.127
O 2.21 0.63 -1.54 -0.481
N 4.22 1.56 -0.90 0.340
C 3.90 2.91 -1.37 -0.817
C 5.48 1.38 -0.17 -0.869
H 3.75 -0.43 -0.70 0.352
H 3.32 2.84 -2.30 0.220
H 4.84 3.43 -1.55 0.415
H 3.33 3.47 -0.62 0.258
H 5.76 0.32 -0.20 0.290
H 5.38 1.69 0.88 0.328
H 6.25 1.99 -0.66 0.330
H -4.23 -3.72 2.29 0.351
H -3.25 -1.49 3.27 0.352
C -3.34 -3.75 1.64 -0.948
C -2.39 -1.68 2.61 -0.544
N -2.83 -2.41 1.43 0.396
H -3.62 -4.17 0.67 0.335
C -2.88 -1.84 0.21 -0.181
O -2.62 -0.65 -0.03 -0.699
H -1.90 -0.74 2.34 -0.144
H -3.30 -2.52 -0.56 0.393
H -2.58 -4.38 2.11 0.234
H -1.68 -2.31 3.17 0.334
H -1.27 2.28 -4.74 0.055
H -4.08 1.10 -4.36 0.325
C -1.21 1.21 -4.96 -0.699
C -3.45 0.20 -4.51 -0.950
N -2.08 0.44 -4.08 0.329
H -0.17 0.88 -4.84 0.226
C -1.67 0.10 -2.86 0.095
O -0.50 0.32 -2.46 -0.158
H -3.88 -0.63 -3.94 0.331
H -2.42 -0.40 -2.22 0.022
H -1.55 1.04 -5.98 0.401
H -3.45 -0.04 -5.58 0.323
O -0.48 0.96 1.34 0.077
Si -0.24 2.52 1.62 -0.031
C 1.46 2.65 2.45 0.484
C 2.44 1.73 2.04 0.547
C 3.54 1.45 2.84 -0.860
C 3.74 2.14 4.04 -0.814
C 2.82 3.12 4.41 -0.628
C 1.70 3.39 3.61 -0.499
C -0.57 3.35 -0.04 0.194
C -1.83 3.92 -0.30 -0.586
C -2.21 4.24 -1.61 -0.918
C -1.30 4.07 -2.66 -0.567
C -0.04 3.53 -2.40 -0.624
C 0.31 3.14 -1.10 0.456
C -1.36 3.46 2.79 -0.021
C -1.17 4.83 2.99 -0.077
C -2.01 5.55 3.87 -0.729
C -3.04 4.88 4.53 -0.532
C -3.24 3.52 4.32 -0.519
C -2.40 2.80 3.46 -0.363
H 2.31 1.16 1.12 -0.050
H 4.21 0.64 2.53 0.643
H 4.60 1.90 4.66 0.354
H 2.96 3.68 5.34 0.396
H 0.99 4.16 3.92 0.340
H -2.52 4.09 0.53 0.331
H -3.21 4.62 -1.80 0.404
H -1.56 4.37 -3.67 0.473
H 0.68 3.38 -3.21 0.318
H 1.27 2.65 -0.94 0.385
H -0.36 5.35 2.48 0.560
H -1.84 6.61 4.03 0.384
H -3.69 5.43 5.22 0.350
H -4.06 3.00 4.82 0.397
H -2.55 1.73 3.30 0.239
```

The total energy comes out at -3478.080259 Ha. The molar mass comes out at 843.3 g/mol. For the HOMO-LUMO gap (spin up / spin down), the calculation gives 7.2 / 8.4 eV. The energy above the lowest of the compared OMol25 structures with the same formula, charge and spin comes out at 0.0000 eV. As for the expectation value of S²: 12.0102. Its spin multiplicity is 7.


3.
A molecular structure, C38H49ClO6PSSr in a non-equilibrium geometry. Source: OMol25; level of theory: ωB97M-V/def2-TZVPD.

Structure (XYZ):
```
97
Properties=species:S:1:pos:R:3:mulliken_charge:R:1
Sr -0.37 0.71 0.24 1.664
O -2.64 2.86 2.08 -0.802
C -2.26 1.79 1.64 0.547
O -1.46 0.94 2.17 -0.588
C -2.80 1.42 0.11 -1.399
C -2.15 2.27 -1.11 0.637
C -3.09 2.16 -2.31 -1.158
C -2.82 0.68 -2.79 -0.914
C -1.77 0.19 -1.79 1.788
O -1.01 1.48 -1.66 -0.613
C -2.56 -0.08 -0.41 -0.787
C -1.98 -1.15 0.70 0.711
O -2.79 -1.69 1.42 -0.855
O -0.72 -1.48 0.58 -0.471
H -3.85 1.66 0.15 0.590
H -1.86 3.28 -0.82 0.612
H -2.79 2.86 -3.08 0.346
H -4.13 2.34 -2.04 0.447
H -2.41 0.67 -3.80 0.345
H -3.72 0.07 -2.78 0.498
H -1.12 -0.65 -2.10 -0.873
H -3.51 -0.53 -0.68 0.943
Cl 1.42 -1.38 3.01 -0.219
C 1.31 0.15 3.90 0.814
C 0.89 0.08 5.21 -0.658
C 0.75 1.23 5.96 -0.429
C 1.03 2.45 5.34 -0.609
C 1.44 2.50 4.03 -0.591
C 1.61 1.34 3.21 0.570
C 2.07 1.41 1.85 -1.708
H 0.67 -0.89 5.63 0.359
H 0.42 1.18 6.99 0.350
H 0.91 3.38 5.89 0.329
H 1.62 3.46 3.56 0.283
H 2.78 0.61 1.63 0.279
H 2.48 2.40 1.64 0.334
O -0.34 -2.71 -2.01 -0.720
S -1.45 -3.26 -1.14 0.339
C -2.23 -4.52 -2.21 -1.607
C -1.25 -5.31 -3.04 0.253
C -0.57 -4.71 -4.09 0.046
C 0.44 -5.38 -4.76 -0.676
C 0.79 -6.67 -4.38 -0.472
C 0.09 -7.29 -3.35 -0.707
C -0.92 -6.61 -2.69 -0.175
C -0.60 -4.35 0.03 -1.095
C -1.49 -5.34 0.73 0.040
C -1.15 -6.68 0.76 -0.551
C -2.00 -7.62 1.34 -0.662
C -3.20 -7.21 1.90 -0.416
C -3.53 -5.86 1.91 -0.873
C -2.68 -4.92 1.33 0.149
H -2.89 -3.92 -2.83 0.608
H -2.82 -5.17 -1.56 0.561
H -0.83 -3.70 -4.39 0.172
H 0.97 -4.90 -5.57 0.398
H 1.59 -7.19 -4.88 0.373
H 0.34 -8.31 -3.06 0.413
H -1.48 -7.10 -1.89 0.464
H -0.17 -3.63 0.74 0.615
H 0.19 -4.83 -0.56 0.569
H -0.22 -7.01 0.31 0.487
H -1.73 -8.67 1.34 0.391
H -3.88 -7.93 2.33 0.383
H -4.45 -5.52 2.36 0.436
H -2.92 -3.86 1.37 0.475
C 3.86 2.27 -1.41 -1.329
C 4.00 0.89 -2.08 0.620
C 4.71 1.03 -3.42 -1.653
P 2.36 0.02 -2.00 0.783
C 1.50 0.20 -3.65 1.840
C 2.04 -0.50 -4.89 -1.683
C 1.22 1.68 -3.94 -1.808
C 2.76 -1.79 -1.93 2.102
C 4.00 -2.27 -2.70 -1.840
C 2.89 -2.18 -0.46 -1.319
H 4.84 2.67 -1.14 0.472
H 3.26 2.21 -0.50 0.093
H 3.38 2.98 -2.09 0.272
H 4.62 0.27 -1.42 0.508
H 4.14 1.67 -4.10 0.228
H 4.87 0.07 -3.91 0.248
H 5.69 1.50 -3.28 0.486
H 0.55 -0.28 -3.42 -0.840
H 3.01 -0.12 -5.20 0.221
H 1.35 -0.35 -5.73 0.493
H 2.12 -1.58 -4.73 0.247
H 2.08 2.15 -4.43 0.351
H 1.00 2.24 -3.03 0.241
H 0.36 1.79 -4.61 0.405
H 1.86 -2.28 -2.32 -1.000
H 4.91 -1.87 -2.26 0.328
H 3.98 -2.00 -3.75 0.347
H 4.06 -3.36 -2.64 0.453
H 3.78 -1.74 -0.01 0.335
H 2.97 -3.27 -0.35 0.429
H 2.04 -1.84 0.13 -0.021
```

The total energy comes out at -3159.326889 Ha. The molar mass comes out at 787.9 g/mol. For the HOMO-LUMO gap, the calculation gives 4.9 eV. The energy above the lowest of the compared OMol25 structures with the same formula, charge and spin comes out at 4.4109 eV. Its net charge is -1.


4.
6 unconnected molecules or ions with the total composition C38H49N7O5PS in a non-equilibrium geometry. Source: OMol25; level of theory: ωB97M-V/def2-TZVPD.

Structure (XYZ):
```
101
Properties=species:S:1:pos:R:3:mulliken_charge:R:1
C -0.30 4.27 -0.10 -0.468
O -0.37 4.09 -1.51 -0.425
C -1.31 3.14 -1.93 -0.907
C -0.93 1.76 -1.45 -0.572
N 0.38 1.58 -1.36 0.347
C 0.97 0.43 -0.95 -0.325
P 2.79 0.61 -0.89 1.326
N 3.11 1.75 0.11 -0.697
O 3.25 0.89 -2.37 -0.562
O 3.53 -0.73 -0.54 -0.469
C 0.17 -0.65 -0.60 -1.223
C 0.84 -1.88 -0.12 0.407
C 1.19 -2.88 -1.03 0.360
C 1.80 -4.03 -0.57 -1.289
C 2.07 -4.20 0.78 -0.703
C 1.75 -3.19 1.69 -1.073
C 1.13 -2.02 1.24 -0.468
C -1.23 -0.50 -0.69 1.393
C -2.16 -1.63 -0.30 0.326
O -3.28 -1.40 0.04 -0.488
O -1.65 -2.84 -0.36 0.168
C -2.14 -3.73 0.67 -0.942
C -1.80 0.72 -1.10 0.536
C -3.27 1.03 -1.17 -2.248
C -3.72 1.62 0.20 -0.687
C -5.00 1.01 0.79 -0.702
S -4.73 0.41 2.50 -0.263
H -1.25 4.07 0.38 0.253
H -0.03 5.29 0.10 0.385
H 0.47 3.64 0.35 0.000
H -1.26 3.14 -3.02 0.206
H -2.30 3.42 -1.61 0.628
H 0.96 2.38 -1.60 0.601
H 2.29 2.12 0.56 0.100
H 2.57 0.78 -3.04 0.387
H 3.85 -0.63 0.37 0.329
H 0.98 -2.75 -2.08 0.767
H 2.08 -4.81 -1.27 0.639
H 2.54 -5.10 1.14 0.475
H 1.96 -3.30 2.74 0.478
H 0.86 -1.23 1.92 0.849
H -2.20 -3.22 1.62 0.381
H -1.42 -4.53 0.75 0.267
H -3.10 -4.14 0.39 0.301
H -3.45 1.77 -1.94 1.176
H -3.85 0.16 -1.42 0.738
H -2.93 1.44 0.92 0.298
H -3.89 2.69 0.10 0.403
H -5.77 1.76 0.87 0.477
H -5.34 0.16 0.22 0.355
H -5.24 -0.82 2.45 0.130
N 1.82 3.31 3.72 0.094
C 0.45 3.46 3.84 -0.484
C 0.22 4.70 4.37 -0.637
C 1.48 5.33 4.56 -0.469
C 2.44 4.45 4.16 -0.616
H 2.29 2.50 3.38 0.193
H -0.22 2.68 3.55 0.577
H -0.75 5.12 4.59 0.453
H 1.65 6.31 4.97 0.436
H 3.52 4.53 4.15 0.437
N 1.53 -7.08 -3.88 0.082
C 1.54 -8.36 -4.38 -0.521
C 0.51 -9.04 -3.80 -0.475
C -0.15 -8.15 -2.92 -0.707
C 0.50 -6.95 -2.99 -0.347
H 2.18 -6.36 -4.13 0.223
H 2.27 -8.66 -5.10 0.433
H 0.25 -10.07 -3.99 0.398
H -1.01 -8.36 -2.30 0.421
H 0.32 -6.01 -2.49 0.503
N -2.68 0.80 5.61 0.142
C -2.96 1.00 6.94 -0.504
C -1.77 1.04 7.62 -0.519
C -0.73 0.86 6.68 -0.650
C -1.32 0.71 5.45 -0.376
H -3.37 0.73 4.89 0.112
H -3.97 1.10 7.28 0.383
H -1.67 1.19 8.68 0.401
H 0.33 0.83 6.88 0.394
H -0.88 0.55 4.48 0.586
N 5.51 6.46 -1.84 0.032
C 5.58 5.12 -1.58 -0.825
C 4.46 4.76 -0.88 0.000
C 3.68 5.94 -0.72 -0.451
C 4.35 6.97 -1.32 -0.637
H 6.21 6.99 -2.33 0.181
H 6.42 4.53 -1.91 0.383
H 4.22 3.77 -0.53 0.551
H 2.72 6.03 -0.22 0.457
H 4.11 8.02 -1.42 0.387
N -1.60 -2.83 -5.82 0.040
C -2.10 -1.71 -5.21 -1.028
C -2.01 -1.90 -3.86 -0.200
C -1.43 -3.18 -3.64 -0.394
C -1.19 -3.72 -4.87 -0.940
H -1.54 -2.97 -6.81 0.201
H -2.48 -0.89 -5.80 0.414
H -2.34 -1.19 -3.11 0.710
H -1.22 -3.64 -2.69 0.631
H -0.76 -4.67 -5.15 0.546
```

The total energy comes out at -2976.198157 Ha. The molar mass comes out at 746.9 g/mol. For the HOMO-LUMO gap, the calculation gives 5.1 eV. Its net charge is +1.